A cluster of 2 separate species, H3NO3Si in total in a non-equilibrium geometry, computed with ωB97M-V with the def2-TZVPD basis set.

Computed properties:
Structure (SMILES): O=[SiH2].O=NO
Gap between HOMO and LUMO: 9.698 eV
E_LUMO: -0.8 eV
Largest force on an atom: 1.83 eV/Å
Molar mass: 93.1 g mol⁻¹
Relative energy (zero: lowest compared OMol25 entry of this formula, charge and spin): 31.8 kcal/mol

Cartesian coordinates (Å):
1 N -1.533 -0.365 0.146
2 O -2.612 -0.867 0.050
3 O -1.528 0.981 -0.095
4 O 1.164 1.227 0.066
5 Si 1.571 -0.223 -0.028
6 H -0.594 1.294 -0.016
7 H 1.565 -1.023 -1.245
8 H 1.968 -1.024 1.123

---

An isolated molecule of C4H8FNO in a non-equilibrium geometry, computed with ωB97M-V with the def2-TZVPD basis set.

Computed properties:
Structure (SMILES): CC/C(CF)=N\O
Gap between HOMO and LUMO: 10.534 eV
E_LUMO: 0.9 eV
Largest force on an atom: 5.27 eV/Å
Molar mass: 105.1 g mol⁻¹
Relative energy (zero: lowest compared OMol25 entry of this formula, charge and spin): 65.5 kcal/mol

Cartesian coordinates (Å):
1 C 0.282 -1.959 0.111
2 C -0.468 -0.716 -0.425
3 C 0.068 0.567 0.046
4 C 0.665 1.716 -0.978
5 H 1.243 -2.150 -0.432
6 H 0.496 -1.998 1.114
7 H -0.261 -2.891 -0.134
8 H -0.340 -0.748 -1.540
9 H -1.579 -0.589 -0.084
10 H 0.889 2.695 -0.495
11 H 1.599 1.489 -1.365
12 H -1.085 1.189 2.859
13 N -0.236 1.176 1.195
14 O -1.016 0.581 2.170
15 F -0.256 1.640 -2.043

---

A structure of composition C27H23N2O9P3SSe2Ti in a non-equilibrium geometry, computed with ωB97M-V with the def2-TZVPD basis set.

Computed properties:
Gap between HOMO and LUMO (spin up / spin down): 7.252 / 7.404 eV
E_LUMO (spin up / spin down): 2.2 / 2.1 eV
Largest force on an atom: 3.53 eV/Å
Charge: -1
2S+1: 2
Molar mass: 850.3 g mol⁻¹
Relative energy (zero: lowest compared OMol25 entry of this formula, charge and spin): 0.0 kcal/mol

Cartesian coordinates (Å):
1 Ti -1.912 -0.387 -1.001
2 O -2.916 1.546 -1.737
3 S -2.897 2.311 -0.440
4 O -4.181 2.722 0.071
5 N -2.211 1.194 0.459
6 C -2.045 1.063 1.836
7 C -2.195 1.977 2.839
8 C -1.925 1.493 4.122
9 C -1.384 0.279 4.469
10 C -1.164 -0.614 3.418
11 C -0.604 -1.890 3.617
12 C -0.707 -2.741 2.522
13 C -1.116 -2.333 1.242
14 N -1.380 -1.048 1.000
15 C -1.580 -0.236 2.121
16 C -1.885 3.773 -0.486
17 C -0.552 3.593 -0.648
18 C 0.218 4.776 -0.756
19 C -0.444 5.986 -0.801
20 C -1.834 6.126 -0.640
21 C -2.581 4.974 -0.529
22 H -2.542 2.975 2.662
23 H -2.128 2.149 4.982
24 H -1.062 -0.020 5.415
25 H -0.363 -2.303 4.607
26 H -0.479 -3.813 2.634
27 H -1.070 -3.017 0.472
28 H -0.132 2.614 -0.694
29 H 1.274 4.672 -0.905
30 H 0.148 6.873 -0.999
31 H -2.358 7.086 -0.658
32 H -3.654 4.923 -0.471
33 O -1.660 -3.404 -3.656
34 P -2.223 -2.370 -2.634
35 O -1.375 -2.233 -1.399
36 O -2.518 -0.984 -3.143
37 O -3.522 -3.141 -2.178
38 P -4.656 -2.197 -1.341
39 O -5.383 -1.502 -2.576
40 O -5.569 -3.032 -0.577
41 O -3.804 -1.126 -0.654
42 H -2.219 -4.188 -3.741
43 H -4.938 -0.769 -3.015
44 Se 0.565 0.406 -1.869
45 P 1.943 0.276 -0.201
46 Se 1.657 1.403 1.493
47 C 3.591 0.415 -1.054
48 C 3.830 0.007 -2.373
49 C 5.128 -0.178 -2.791
50 C 6.232 0.099 -1.982
51 C 6.037 0.425 -0.680
52 C 4.715 0.659 -0.231
53 C 2.044 -1.514 0.164
54 C 1.586 -2.463 -0.724
55 C 1.765 -3.808 -0.449
56 C 2.368 -4.268 0.769
57 C 2.899 -3.308 1.547
58 C 2.750 -1.958 1.286
59 H 2.920 -0.181 -2.928
60 H 5.212 -0.601 -3.754
61 H 7.234 -0.053 -2.387
62 H 6.822 0.684 0.013
63 H 4.623 0.953 0.821
64 H 1.245 -2.121 -1.721
65 H 1.309 -4.502 -1.117
66 H 2.445 -5.352 0.911
67 H 3.497 -3.551 2.413
68 H 3.112 -1.226 2.035

---

A cluster of 2 separate species, C2H7NOS2 in total in a non-equilibrium geometry, computed with ωB97M-V with the def2-TZVPD basis set.

Computed properties:
Structure (SMILES): NC=O.CSS
Gap between HOMO and LUMO: 8.493 eV
E_LUMO: 0.4 eV
Largest force on an atom: 4.09 eV/Å
Molar mass: 125.2 g mol⁻¹
Relative energy (zero: lowest compared OMol25 entry of this formula, charge and spin): 25.1 kcal/mol

Cartesian coordinates (Å):
1 C -3.125 -1.550 1.035
2 S -2.621 -0.189 -0.143
3 S -0.630 -0.609 -0.744
4 H -2.778 -2.506 0.463
5 H -4.222 -1.453 1.119
6 H -2.661 -1.358 2.015
7 H -0.703 0.368 -1.658
8 C 2.679 1.847 -0.493
9 N 2.716 0.645 -0.003
10 O 1.911 2.253 -1.329
11 H 3.650 2.424 -0.224
12 H 2.263 -0.113 -0.480
13 H 3.522 0.240 0.440

---

A structure of composition C24H43ClMoP2 in a non-equilibrium geometry, computed with ωB97M-V with the def2-TZVPD basis set.

Computed properties:
Gap between HOMO and LUMO (spin up / spin down): 4.306 / 4.962 eV
E_LUMO (spin up / spin down): -8.9 / -8.2 eV
Largest force on an atom: 3.53 eV/Å
Charge: +2
2S+1: 3
Molar mass: 524.9 g mol⁻¹
Relative energy (zero: lowest compared OMol25 entry of this formula, charge and spin): 0.0 kcal/mol

Cartesian coordinates (Å):
1 Mo -0.131 -0.122 -0.327
2 C 0.828 0.806 1.544
3 C 1.846 0.301 0.664
4 C 0.734 2.006 -0.430
5 C 0.124 1.839 0.856
6 C 1.742 1.004 -0.590
7 C 0.766 0.586 3.018
8 H 1.111 -0.411 3.294
9 H -0.250 0.727 3.396
10 H 1.412 1.312 3.527
11 C -0.874 2.769 1.482
12 H -1.212 2.389 2.453
13 H -1.760 2.912 0.853
14 H -0.427 3.759 1.658
15 C 0.570 3.167 -1.352
16 H 1.353 3.915 -1.123
17 H -0.399 3.669 -1.229
18 H 0.698 2.874 -2.399
19 C 2.655 0.872 -1.760
20 H 3.466 1.608 -1.706
21 H 2.116 1.039 -2.694
22 H 3.106 -0.117 -1.810
23 C 3.017 -0.539 1.063
24 H 3.897 0.105 1.237
25 H 3.277 -1.257 0.273
26 H 2.821 -1.084 1.997
27 C -1.725 -2.117 0.653
28 C -0.609 -2.063 1.452
29 C 0.593 -2.936 1.361
30 C 1.001 -3.363 -0.069
31 C 0.938 -2.322 -1.136
32 C -0.134 -2.014 -1.966
33 C -1.487 -2.640 -1.905
34 C -2.007 -3.029 -0.483
35 H 0.403 -3.853 1.958
36 H 0.447 -4.294 -0.313
37 H 1.447 -2.438 1.844
38 H -1.677 -4.070 -0.280
39 H -2.585 -1.552 1.024
40 H -0.692 -1.504 2.393
41 H -3.106 -3.089 -0.570
42 H -2.223 -1.968 -2.370
43 H 0.090 -1.461 -2.887
44 H -1.500 -3.570 -2.507
45 H 2.055 -3.686 -0.003
46 H 1.911 -1.953 -1.472
47 P -0.886 -5.891 -1.160
48 C -2.575 -6.464 -0.716
49 C 0.109 -7.302 -0.546
50 P 0.350 -5.489 -3.999
51 C -0.994 -6.241 -2.954
52 C 1.503 -6.949 -4.074
53 C -0.519 -5.898 -5.586
54 H -3.313 -5.848 -1.247
55 H -2.758 -6.348 0.359
56 H -2.701 -7.517 -1.006
57 H -0.388 -8.255 -0.778
58 H 0.233 -7.219 0.544
59 H 1.115 -7.273 -0.980
60 H -0.754 -6.969 -5.643
61 H 0.103 -5.592 -6.435
62 H -1.450 -5.320 -5.616
63 H -1.955 -5.848 -3.328
64 H -0.964 -7.344 -3.057
65 H 2.281 -6.741 -4.822
66 H 0.975 -7.871 -4.354
67 H 2.014 -7.085 -3.114
68 Cl -3.304 0.156 -1.261
69 C -1.726 0.902 -1.329
70 H -1.385 0.898 -2.377
71 H -1.847 1.941 -0.983

---

A structure of composition C28H28CrN2Si in a non-equilibrium geometry, computed with ωB97M-V with the def2-TZVPD basis set.

Computed properties:
Gap between HOMO and LUMO (spin up / spin down): 5.373 / 8.149 eV
E_LUMO (spin up / spin down): 0.6 / 0.1 eV
Largest force on an atom: 2.78 eV/Å
2S+1: 5
Molar mass: 472.6 g mol⁻¹
Relative energy (zero: lowest compared OMol25 entry of this formula, charge and spin): 0.0 kcal/mol

Cartesian coordinates (Å):
1 C 1.316 2.089 1.360
2 C 0.294 2.642 0.527
3 C -0.940 2.607 1.248
4 H 0.439 3.060 -0.467
5 C -0.662 2.148 2.580
6 C 0.739 1.845 2.658
7 H 1.286 1.535 3.551
8 H 2.374 2.015 1.096
9 H -1.894 2.977 0.878
10 H -1.370 2.119 3.407
11 Cr -0.176 0.542 1.193
12 C -1.199 -1.698 -2.157
13 H -2.044 -1.917 -1.485
14 H -0.494 -2.545 -2.253
15 H -1.553 -1.537 -3.197
16 Si -0.223 -0.235 -1.649
17 C 1.549 -0.299 -2.213
18 C 2.229 0.921 -2.201
19 H 1.662 1.851 -2.142
20 C 3.625 0.955 -2.234
21 H 4.139 1.916 -2.170
22 C 4.355 -0.238 -2.336
23 H 5.452 -0.200 -2.417
24 C 3.670 -1.463 -2.353
25 H 4.258 -2.387 -2.395
26 C 2.273 -1.498 -2.303
27 H 1.751 -2.452 -2.322
28 C -1.272 1.108 -2.459
29 C -0.783 1.859 -3.518
30 H 0.168 1.578 -3.973
31 C -1.505 2.981 -3.931
32 H -1.096 3.590 -4.731
33 C -2.710 3.325 -3.310
34 H -3.260 4.222 -3.622
35 C -3.214 2.539 -2.267
36 H -4.129 2.816 -1.745
37 C -2.504 1.404 -1.862
38 H -2.877 0.803 -1.029
39 H -0.913 0.619 -0.277
40 H 0.495 -0.205 -0.233
41 C -3.694 -1.067 3.030
42 C -3.242 -2.294 3.536
43 C -1.911 -2.655 3.339
44 C -1.059 -1.790 2.642
45 N -1.529 -0.609 2.120
46 C -2.815 -0.252 2.319
47 C 0.352 -2.031 2.425
48 C 1.017 -3.213 2.773
49 C 2.360 -3.368 2.429
50 C 3.009 -2.335 1.743
51 C 2.316 -1.172 1.441
52 N 1.020 -1.019 1.792
53 H -4.716 -0.720 3.185
54 H -3.916 -2.955 4.086
55 H -1.500 -3.585 3.726
56 H -3.110 0.709 1.891
57 H 0.457 -3.983 3.292
58 H 2.885 -4.288 2.684
59 H 4.052 -2.412 1.427
60 H 2.764 -0.352 0.870

---

E_tot / a.u.: -571.66328; -386.95803; -8904.51718; -1006.74408; -2150.71210; -2527.12338